Entry 1:
12
Properties=species:S:1:pos:R:3 method="wB97M-V/def2-TZVPD" e_lumo_ha="-0.29623 / -0.29298" e_above_lowest_ev=4.806 charge=+1 homo_lumo_gap_ha="0.27529 / 0.26828" multiplicity=1 smiles="CC1=CC=[N+]=C1"
C 1.75 0.12 0.05
C 0.23 0.17 -0.15
C -0.52 -1.08 -0.25
C -1.88 -0.82 -0.10
N -1.83 0.70 0.16
C -0.68 1.34 -0.06
H 2.04 0.97 -0.60
H 2.27 -0.90 -0.24
H 1.99 0.56 1.02
H -0.11 -2.08 -0.34
H -2.70 -1.33 0.30
H -0.55 2.36 0.20


Entry 2:
11
Properties=species:S:1:pos:R:3 method="wB97M-V/def2-TZVPD" e_lumo_ha=0.03319 e_above_lowest_ev=1.709 charge=0 homo_lumo_gap_ha=0.38302 multiplicity=1
H 0.46 -1.94 1.15
N 0.04 -1.52 0.38
C 0.34 -0.31 0.38
N 1.16 0.41 1.16
O -0.08 0.60 -0.60
C -1.31 0.61 -1.30
H 1.19 1.40 1.09
H 1.36 -0.14 1.94
H -1.69 -0.37 -1.45
H -2.11 1.13 -0.87
H -1.13 1.12 -2.34


Entry 3:
152
Properties=species:S:1:pos:R:3 method="wB97M-V/def2-TZVPD" e_lumo_ha=0.00982 charge=0 homo_lumo_gap_ha=0.28370 multiplicity=1
C 2.22 -1.85 5.12
C 1.83 -2.14 3.58
N 1.22 -0.92 2.88
C 2.02 -0.73 1.66
C 3.11 0.35 1.43
C 3.39 1.41 2.62
C 2.36 2.63 2.33
O 1.03 2.09 2.58
Si -0.09 2.41 1.29
C 0.42 1.74 -0.42
C -1.72 1.47 1.77
C -0.56 4.25 1.09
C 3.91 0.46 0.10
C 3.60 -0.53 -1.07
B 4.41 -0.42 -2.48
O 4.50 0.92 -3.06
N 4.96 -1.65 -3.13
C 5.81 -2.43 -2.15
C 5.79 -1.34 -4.33
C 2.49 -1.62 -0.89
C 1.73 -1.70 0.48
S 0.41 -3.02 0.54
C -0.34 -2.86 -1.17
C 0.72 -2.59 -2.30
C 0.22 -2.39 -3.76
C -1.31 -2.48 -4.03
C -2.37 -2.74 -2.91
C -1.85 -2.93 -1.46
P -2.98 -3.21 0.06
C -2.75 -4.97 0.74
C -4.76 -2.95 -0.59
C -5.66 -2.40 0.63
N 2.17 -2.54 -2.00
H 2.41 -0.74 5.35
H 3.19 -2.41 5.36
H 1.43 -2.21 5.86
H 1.02 -2.96 3.61
H 2.75 -2.54 3.04
H 1.35 -0.16 3.57
H 4.47 1.81 2.59
H 3.15 0.90 3.63
H 2.42 2.86 1.20
H 2.54 3.54 3.00
H 0.87 2.57 -1.09
H 1.07 0.80 -0.41
H -0.56 1.44 -0.96
H -2.43 1.36 0.87
H -2.30 2.01 2.60
H -1.46 0.39 2.08
H -0.83 4.69 2.11
H 0.22 4.84 0.50
H -1.53 4.28 0.45
H 4.73 1.25 -0.06
H 5.46 1.12 -3.15
H 5.08 -3.09 -1.56
H 6.62 -3.05 -2.67
H 6.33 -1.64 -1.48
H 5.35 -0.52 -4.99
H 5.80 -2.30 -4.97
H 6.90 -1.14 -4.06
H 1.00 -2.20 -4.56
H -1.65 -2.30 -5.10
H -3.48 -2.76 -3.16
H -3.77 -5.48 0.79
H -2.40 -4.86 1.84
H -1.94 -5.56 0.20
H -4.70 -2.11 -1.36
H -5.10 -3.96 -1.00
H -5.51 -3.01 1.58
H -5.42 -1.30 0.88
H -6.76 -2.41 0.32
H 2.45 -3.49 -1.68
C 6.35 -0.17 -8.16
Cl 6.77 0.50 -9.74
Cl 6.58 -1.92 -8.14
Cl 7.32 0.60 -6.89
H 5.30 0.04 -7.97
C -3.45 5.93 3.91
Cl -3.06 6.61 2.32
Cl -3.20 4.18 3.91
Cl -2.48 6.70 5.17
H -4.50 6.13 4.11
C -0.12 9.77 1.44
Cl -0.90 8.92 2.77
Cl 1.51 9.13 1.15
Cl -1.10 9.66 -0.03
H -0.03 10.82 1.71
C 3.87 0.84 -12.27
Cl 3.01 1.07 -10.75
Cl 4.08 -0.89 -12.61
Cl 3.01 1.62 -13.60
H 4.85 1.29 -12.19
C -2.70 7.07 9.04
Cl -3.62 6.01 10.12
Cl -3.40 8.70 9.03
Cl -1.00 7.12 9.52
H -2.76 6.66 8.03
C 6.68 -0.36 4.21
Cl 7.55 -0.35 2.67
Cl 6.34 1.29 4.75
Cl 5.18 -1.29 4.06
H 7.31 -0.84 4.96
C -7.03 1.73 0.86
Cl -7.38 1.58 2.58
Cl -5.29 1.91 0.59
Cl -7.64 0.32 -0.02
H -7.53 2.61 0.48
C 3.91 -3.66 8.62
Cl 4.77 -2.30 7.87
Cl 2.16 -3.42 8.55
Cl 4.37 -5.18 7.85
H 4.21 -3.71 9.67
C 10.16 1.60 -11.86
Cl 10.47 0.52 -10.50
Cl 8.47 1.50 -12.36
Cl 10.59 3.27 -11.44
H 10.78 1.29 -12.70
C 7.46 -0.27 9.29
Cl 8.96 -1.18 9.11
Cl 7.57 0.87 10.64
Cl 7.06 0.57 7.79
H 6.66 -0.98 9.51
C -7.61 8.86 7.96
Cl -7.52 9.07 9.71
Cl -7.07 10.32 7.13
Cl -6.64 7.46 7.45
H -8.65 8.67 7.69
C -8.00 -0.45 -3.88
Cl -8.95 -1.49 -2.81
Cl -8.66 1.19 -3.90
Cl -6.30 -0.43 -3.37
H -8.05 -0.86 -4.88
C -9.08 -1.87 -7.83
Cl -8.78 -2.97 -6.47
Cl -10.78 -1.96 -8.33
Cl -8.64 -0.21 -7.40
H -8.46 -2.19 -8.66
C 6.94 -6.02 -6.57
Cl 6.86 -4.53 -5.61
Cl 5.76 -5.97 -7.88
Cl 8.57 -6.26 -7.21
H 6.70 -6.86 -5.92
C -10.42 -4.57 -0.12
Cl -10.89 -4.60 1.59
Cl -11.45 -3.46 -1.02
Cl -8.72 -4.12 -0.28
H -10.55 -5.57 -0.53
C -9.35 -6.37 4.67
Cl -8.31 -5.14 5.40
Cl -8.37 -7.65 3.94
Cl -10.46 -7.04 5.86
H -9.93 -5.90 3.88